(1)
{
  "formula": "C46H57AsN6S3W",
  "method": "ωB97M-V with the def2-TZVPD basis set",
  "species": ["W", "N", "S", "N", "S", "N", "S", "N", "C", "C", "C", "C", "C", "C", "C", "C", "C", "C", "C", "C", "C", "C", "C", "C", "C", "C", "C", "C", "C", "C", "C", "C", "C", "C", "C", "C", "C", "C", "C", "C", "C", "C", "C", "C", "H", "H", "H", "H", "H", "H", "H", "H", "H", "H", "H", "H", "H", "H", "H", "H", "H", "H", "H", "H", "H", "H", "H", "H", "H", "H", "H", "H", "H", "H", "C", "C", "As", "C", "C", "C", "C", "H", "H", "H", "H", "H", "H", "H", "H", "H", "H", "H", "H", "H", "H", "H", "C", "C", "C", "C", "N", "N", "H", "H", "H", "H", "H", "H", "H", "H", "H", "H", "H", "H"],
  "coordinates": [[0.20820, 0.27957, -0.44067], [1.36800, -0.76337, -1.34719], [1.77283, -2.38554, -1.46766], [-0.36850, -1.41288, 0.49449], [-1.54339, -1.67202, 1.45403], [-2.71942, -0.59301, 1.41013], [-2.33707, 0.96472, 1.41031], [-1.00851, 1.21794, 0.73448], [-3.71068, 1.65325, 0.55735], [-4.15798, 2.88273, 0.95149], [-5.12337, 3.54174, 0.23034], [-5.68376, 2.88205, -0.84544], [-5.22209, 1.63584, -1.25160], [-4.21158, 1.00651, -0.56901], [-2.32265, 1.62848, 3.03137], [-3.26943, 1.21996, 3.95851], [-3.23882, 1.78872, 5.22044], [-2.28924, 2.76290, 5.50849], [-1.32982, 3.14112, 4.58542], [-1.35850, 2.57103, 3.31977], [-0.86338, -1.97282, 3.05423], [0.45345, -1.63795, 3.28772], [0.95885, -1.78834, 4.58312], [0.15311, -2.36919, 5.57717], [-1.17173, -2.68731, 5.29053], [-1.72641, -2.43956, 4.04328], [-2.44536, -3.11627, 1.01130], [-3.43416, -2.98058, 0.01848], [-4.07678, -4.10528, -0.49196], [-3.71636, -5.35061, -0.03896], [-2.67151, -5.51144, 0.90497], [-2.05348, -4.42015, 1.46111], [1.76831, -2.80648, -3.15831], [1.19425, -4.03676, -3.47223], [1.22201, -4.49181, -4.78470], [1.78352, -3.63580, -5.76249], [2.35293, -2.43642, -5.41201], [2.31195, -1.97498, -4.12878], [3.54544, -2.30785, -1.10604], [3.97415, -1.76782, 0.12982], [5.30698, -1.63652, 0.37849], [6.26146, -2.19403, -0.45709], [5.79743, -2.88288, -1.58182], [4.45181, -2.92867, -1.91956], [-3.71188, 3.35670, 1.83720], [-5.39890, 4.49821, 0.60476], [-6.47111, 3.40072, -1.37891], [-5.62035, 1.13870, -2.10768], [-3.95658, -0.01380, -0.82392], [-3.99975, 0.44142, 3.65893], [-3.95721, 1.41850, 6.01413], [-2.28980, 3.27756, 6.48229], [-0.53821, 3.83087, 4.77504], [-0.66344, 2.70529, 2.53852], [1.09820, -1.28296, 2.47333], [1.99307, -1.57941, 4.90696], [0.58501, -2.54615, 6.54329], [-1.72127, -3.21680, 6.07773], [-2.76870, -2.68557, 3.90840], [-3.74772, -1.97827, -0.28494], [-4.87543, -3.93723, -1.22004], [-4.15197, -6.27368, -0.42780], [-2.43115, -6.45721, 1.40278], [-1.23066, -4.53691, 2.20958], [0.75493, -4.72896, -2.68854], [0.92013, -5.48467, -5.06689], [1.75648, -4.02615, -6.78570], [2.79387, -1.84559, -6.18867], [2.70079, -1.02785, -3.85210], [3.20265, -1.36970, 0.81422], [5.57912, -1.15289, 1.36319], [7.34717, -2.30231, -0.20976], [6.59013, -3.42018, -2.07366], [4.09455, -3.55572, -2.70642], [1.89465, 2.38155, -3.28076], [0.54515, 1.91514, -3.87148], [-0.74347, 1.45877, -2.59418], [-2.10589, 0.28975, -3.42769], [-1.41108, -0.80257, -4.24999], [-1.74614, 3.05885, -2.29998], [-0.96121, 4.15734, -1.57024], [2.46487, 2.81015, -4.12026], [2.49842, 1.52452, -2.98481], [1.88467, 3.14583, -2.49470], [0.71187, 0.97258, -4.47322], [0.05438, 2.67322, -4.48274], [-2.73902, 1.02037, -4.00261], [-2.76226, -0.14902, -2.66406], [-0.76731, -0.47920, -4.98861], [-2.12386, -1.48880, -4.68122], [-0.83379, -1.33738, -3.51182], [-2.67621, 2.82612, -1.79927], [-2.00771, 3.31076, -3.31924], [-0.85196, 3.86641, -0.50407], [-1.52271, 5.06629, -1.52800], [-0.00094, 4.41793, -2.00521], [4.42149, 2.74658, 0.39434], [3.43616, 2.61389, 1.54809], [2.64326, 3.92495, 1.81295], [4.10088, 2.09600, 2.81774], [2.45635, 1.48896, 1.22725], [1.68536, 1.82767, 0.06564], [5.14367, 3.52598, 0.65396], [3.93737, 2.99092, -0.53684], [4.99688, 1.80362, 0.27512], [3.31889, 4.69936, 2.14826], [1.94497, 3.76039, 2.65180], [2.08620, 4.31743, 0.93575], [4.89951, 2.74512, 3.09501], [4.62905, 1.14723, 2.59686], [3.46662, 1.96793, 3.65897], [1.73253, 1.46311, 1.93929], [2.27177, 1.93667, -0.75399], [1.31588, 2.78943, 0.15731]],
  "lowdin_spin": [0.795, 0.000, 0.029, 0.032, 0.017, 0.001, 0.006, 0.018, 0.001, 0.000, 0.000, 0.000, 0.000, 0.001, 0.000, 0.000, 0.000, 0.000, 0.000, 0.000, 0.000, 0.003, 0.000, 0.001, 0.000, 0.000, 0.002, 0.001, 0.000, 0.001, 0.000, 0.001, 0.005, 0.000, 0.000, 0.001, 0.000, 0.001, 0.158, 0.237, 0.014, 0.198, 0.278, 0.018, 0.000, 0.000, 0.000, 0.000, 0.000, 0.000, 0.000, 0.000, 0.000, 0.000, 0.003, 0.000, 0.000, 0.000, 0.000, 0.000, 0.000, 0.000, 0.000, 0.000, 0.000, 0.000, 0.000, 0.000, 0.000, 0.008, -0.003, 0.005, 0.010, -0.002, 0.003, 0.014, 0.045, 0.007, 0.001, 0.008, 0.001, 0.000, 0.000, 0.000, 0.000, 0.002, 0.000, 0.000, 0.000, 0.000, 0.001, 0.000, 0.001, 0.000, 0.000, 0.000, 0.001, 0.001, 0.001, 0.000, 0.016, 0.044, 0.000, 0.000, 0.000, 0.000, 0.000, 0.000, 0.000, 0.000, 0.000, 0.002, 0.004, 0.004],
  "multiplicity": 3,
  "gap_ha": [0.256, 0.127],
  "total_charge": 4,
  "e_homo_ev": [-17.68, -18.16]
}

(2)
{
  "formula": "C2H5NP2",
  "method": "ωB97M-V with the def2-TZVPD basis set",
  "species": ["C", "C", "N", "P", "P", "H", "H", "H", "H", "H"],
  "coordinates": [[1.48494, 0.82938, -0.03863], [-1.58560, 0.95453, -0.02806], [2.22458, 1.34243, -0.68779], [0.57407, -1.73442, -0.38469], [0.37556, 0.01188, 1.03175], [-1.94316, 1.67613, 0.69902], [-2.13187, 0.11454, -0.25843], [-0.99027, 1.48327, -0.87696], [0.07245, -2.77763, 0.46237], [1.91931, -1.90012, 0.08141]],
  "nbo_charge": [-0.112, -0.649, -0.299, 0.043, 0.387, 0.212, 0.195, 0.227, -0.010, 0.008],
  "gap_ha": 0.331,
  "total_charge": 0,
  "e_homo_ev": -9.16
}

(3)
{
  "formula": "C2H7N2O3",
  "method": "ωB97M-V with the def2-TZVPD basis set",
  "species": ["C", "C", "N", "N", "O", "O", "O", "H", "H", "H", "H", "H", "H", "H"],
  "coordinates": [[0.77506, -0.10844, -1.39291], [-0.04286, 0.48149, 1.83710], [-1.64748, -0.05881, -1.40828], [0.71988, -0.50587, 1.03287], [1.97716, -0.42121, -1.78740], [1.55097, 0.98400, -1.39201], [-0.35306, -0.60794, -1.76453], [0.50137, 1.48873, 2.07272], [-0.88486, 0.53323, 1.10232], [-0.33696, 0.14377, 2.84642], [-2.27318, -0.81020, -1.76291], [-1.89731, 0.85623, -1.83097], [0.25093, -1.39334, 1.13076], [1.66032, -0.58164, 1.31683]],
  "nbo_charge": [1.025, -0.447, -0.476, -0.790, -0.127, -0.129, -0.296, 0.230, 0.212, 0.222, 0.404, 0.399, 0.388, 0.387],
  "gap_ha": 0.339,
  "total_charge": 1,
  "e_homo_ev": -14.73
}